{
  "formula": "C15H36Br4Cl2N2O6V",
  "method": "ωB97M-V/def2-TZVPD",
  "species": ["Br", "Br", "Br", "Br", "V", "Cl", "Cl", "O", "O", "O", "O", "O", "O", "N", "N", "C", "C", "C", "C", "C", "C", "C", "C", "C", "C", "C", "C", "C", "C", "C", "H", "H", "H", "H", "H", "H", "H", "H", "H", "H", "H", "H", "H", "H", "H", "H", "H", "H", "H", "H", "H", "H", "H", "H", "H", "H", "H", "H", "H", "H", "H", "H", "H", "H", "H", "H"],
  "coordinates": [[-0.640369, -5.441538, -5.200005], [-3.278903, -2.995178, -4.435054], [-7.424252, -2.485840, -0.672433], [-4.954590, -0.566302, 1.276939], [0.604118, -1.159079, -0.193845], [-1.596629, 0.060768, 3.463055], [-0.010326, -0.110501, 5.972415], [1.419548, 2.875943, 4.346252], [0.643290, -3.488820, -0.047236], [-1.719095, 2.141080, -1.135559], [2.852699, -1.338563, -0.635432], [-0.883122, -1.113169, -0.744633], [0.580162, -0.808508, 1.301234], [0.920284, 0.947465, -1.094493], [1.704720, 2.333831, 1.483309], [1.056821, 1.421097, -3.555645], [0.359474, 1.699658, -2.213718], [-1.679609, -3.680398, -3.284031], [-5.734249, -1.631609, -1.311859], [-3.152096, 2.183743, -1.186431], [-0.447428, -3.709682, -4.124490], [3.061294, -2.758776, -0.440874], [2.736179, 2.677040, 3.791182], [-1.214410, 1.728384, -2.343417], [1.825115, -3.731099, -0.683019], [3.890318, 1.751028, 1.710258], [1.479704, 3.608342, 5.540619], [-4.600605, -1.672628, -0.382705], [2.593307, 1.800907, 2.501996], [-0.035703, -0.194906, 4.224414], [0.838596, 0.369256, 3.899740], [-3.730520, -1.123148, -0.742048], [-5.844614, -0.555883, -1.448750], [1.995785, 2.983131, 6.269240], [-1.828815, -4.657475, -2.824510], [1.911652, 0.775908, -1.183157], [0.442439, -3.924783, -3.532926], [3.327484, 2.105688, 4.506741], [-1.530474, -2.895812, -2.542214], [-1.578085, 2.411900, -3.110643], [1.984928, 0.899573, -3.321704], [0.846178, 1.728093, -0.457914], [3.896013, -3.164915, -1.012187], [4.682484, 1.253107, 2.269406], [-3.524830, 1.368710, -1.806814], [3.443646, -2.930957, 0.565234], [-5.569725, -2.133060, -2.265582], [1.981756, 3.240874, 1.135979], [0.502541, 0.832814, -4.286946], [1.261746, 2.267749, -4.210839], [2.116474, -4.766510, -0.506614], [-1.567822, 0.763557, -2.707179], [3.845536, 1.298227, 0.719762], [-4.435959, -2.721466, -0.135859], [0.827921, 2.459016, 1.968763], [2.044147, 4.533319, 5.422615], [3.046894, 3.702194, 3.589592], [0.473890, 3.972541, 5.749905], [2.525496, 0.728098, 2.682513], [-0.267815, -2.848450, -4.768014], [4.251964, 2.742509, 1.437731], [1.576762, -3.706784, -1.744070], [-3.570145, 3.141182, -1.497304], [0.237816, -1.239836, 4.078087], [-3.649295, 2.058413, -0.224577], [0.680305, 2.690530, -1.892252]],
  "forces_ev_per_a": [[0.43, 1.02, 0.00], [1.18, -0.81, 1.11], [0.82, 0.56, -0.12], [-0.01, -0.81, -0.73], [2.01, -2.31, -1.53], [0.35, 0.46, 0.18], [-0.37, 0.54, 1.11], [0.19, -0.37, -0.61], [-0.21, 3.23, 0.75], [-1.82, 0.13, 1.28], [-2.47, -1.50, -0.21], [-1.05, -0.10, -0.71], [-0.19, 0.82, 2.31], [-0.67, -0.76, 0.63], [-1.80, -0.57, 1.15], [-0.12, -0.47, -0.35], [-0.54, 1.05, -2.01], [-0.01, 1.34, -0.30], [-0.96, 1.10, -0.57], [-0.08, -0.20, 0.52], [-0.06, -1.53, -0.64], [-0.71, 0.20, 0.35], [-1.91, -0.97, -0.67], [2.02, -0.41, -0.52], [0.65, 0.63, -0.54], [1.80, 0.53, 0.17], [0.07, 0.17, -0.58], [0.34, -0.56, 1.41], [2.29, 1.07, -1.56], [1.06, -1.66, -0.29], [-0.93, 0.53, -0.45], [0.09, -0.57, -0.31], [-1.13, -0.13, -0.52], [-0.46, 0.21, 0.68], [-0.67, 0.32, -0.19], [0.52, 0.14, -0.42], [-0.18, 0.13, 0.18], [0.48, 0.36, 0.19], [-0.39, 0.00, 0.23], [0.62, 0.49, -0.49], [0.11, 0.02, -0.37], [0.35, -1.22, 1.73], [0.14, 0.16, -0.89], [0.19, -0.01, -0.03], [-0.05, 0.05, -0.26], [-0.34, 0.06, 0.71], [0.35, 0.06, 0.21], [0.42, 0.19, 0.32], [-0.34, -0.72, 0.51], [0.24, 0.62, 0.70], [0.66, -0.39, 0.26], [-0.09, -0.57, 0.56], [-0.66, -0.69, 0.35], [0.69, 0.37, 0.64], [-0.69, 0.25, -0.40], [0.49, 0.18, -0.18], [0.97, -0.18, -0.26], [-0.05, -0.67, 0.55], [-1.41, 0.11, 0.38], [-0.25, -0.33, -0.12], [0.10, 0.50, 0.43], [0.60, 0.12, -1.10], [0.42, 0.23, -0.73], [-0.28, 0.15, -0.56], [0.76, -0.34, 0.44], [-0.52, 0.74, -0.82]],
  "mulliken_charge": [-0.22, -0.25, -0.19, -0.19, 0.97, -0.09, -0.23, -0.19, -0.64, -0.33, -0.73, -0.77, -0.59, 0.19, -0.30, -1.49, 0.58, -0.11, -0.45, -0.78, -0.42, -0.38, -0.81, -0.72, -0.06, -1.87, -0.80, -0.11, 0.44, 0.33, -0.36, -0.15, 0.34, 0.30, 0.51, 0.21, 0.10, 0.35, -0.11, 0.56, 0.40, -0.07, 0.37, 0.42, 0.31, 0.29, 0.28, 0.28, 0.33, 0.36, 0.39, 0.24, 0.29, 0.47, 0.26, 0.32, 0.44, 0.25, 0.10, 0.43, 0.44, -0.22, 0.31, 0.27, 0.24, 0.29],
  "homo_energy_ev": -4.6,
  "total_charge": -1,
  "lumo_energy_ev": 2.265,
  "total_energy_ev": -362305.342
}